Record 1
This record from the Open Molecules 2025 dataset describes a cluster of 2 separate species, C3H6IN2 in total in a non-equilibrium geometry. The level of theory is wB97M-V/def2-TZVPD.

Each line ends with the natural charge from an NBO analysis.
Atoms and positions in Å:
C 2.618 -1.695 -0.049  0.059
C 1.795 -0.819 0.071  -0.188
C 0.839 0.196 -0.008  0.505
N -0.445 0.001 -0.104  -0.684
N 1.213 1.517 0.235  -0.726
I -4.152 -0.692 0.387  -0.141
H 3.129 -2.606 -0.327  0.275
H -0.984 -0.811 -0.410  0.455
H -1.084 0.795 -0.153  0.426
H 2.138 1.932 0.454  0.456
H -5.556 -0.067 -0.217  0.148
H 0.491 2.249 0.121  0.415

Output
HOMO-LUMO gap = 8.2 eV
E_LUMO = -4.9383 eV
charge = +1
energy above the lowest of the compared OMol25 structures with the same formula, charge and spin = 169.0 kJ/mol

=====

Record 2
This record from the Open Molecules 2025 dataset describes a structure of composition C3H6IN2 in a non-equilibrium geometry. The level of theory is wB97M-V/def2-TZVPD.

Each line ends with the natural charge from an NBO analysis.
Atoms and positions in Å:
C -0.278 0.314 0.731  0.127
C 0.139 -1.975 -0.064  0.379
C -0.691 1.349 -0.321  -0.686
N -0.302 -0.923 0.322  -0.346
N 2.214 -1.691 -0.285  -0.773
I 2.454 0.239 0.007  0.603
H -0.164 0.777 1.798  0.301
H -0.336 -2.845 -0.463  0.265
H -1.577 1.001 -0.854  0.258
H 0.094 1.416 -1.074  0.255
H -1.002 2.317 0.128  0.263
H 2.464 -1.980 0.653  0.354

Output
HOMO-LUMO gap (alpha / beta) = 8.6 / 8.6 eV
E_LUMO (alpha / beta) = -5.6743 / -5.6739 eV
charge = +1
energy above the lowest of the compared OMol25 structures with the same formula, charge and spin = 448.0 kJ/mol

=====

Record 3
This record from the Open Molecules 2025 dataset describes the ion C3H6IN2 with charge +1 in a non-equilibrium geometry. The level of theory is wB97M-V/def2-TZVPD.

Each line ends with the Mulliken spin population.
Atoms and positions in Å:
C -1.256 0.238 0.694  0.253
C 0.761 -0.273 -0.358  0.479
C 1.407 -0.758 -1.370  0.709
N -0.905 1.379 1.157  0.155
N -0.624 -0.441 -0.206  0.035
I 3.488 -0.951 -1.561  0.365
H -2.308 -0.229 0.919  0.013
H 1.257 0.063 0.537  0.015
H 0.063 1.654 1.088  -0.005
H 0.812 -1.077 -2.191  0.003
H -1.627 1.646 1.873  -0.012
H -1.068 -1.251 -0.583  -0.011

Output
HOMO-LUMO gap (alpha / beta) = 6.2 / 6.7 eV
spin multiplicity = 3
E_LUMO (alpha / beta) = -3.2855 / -7.4563 eV
charge = +1
energy above the lowest of the compared OMol25 structures with the same formula, charge and spin = 0.0 kJ/mol

=====

Record 4
This record from the Open Molecules 2025 dataset describes the ion C3H6IN2OS with charge +1 in a non-equilibrium geometry. The level of theory is wB97M-V/def2-TZVPD.

Each line ends with the natural charge from an NBO analysis.
Atoms and positions in Å:
C -0.473 -0.823 -1.510  0.617
C -0.464 0.696 -1.800  -0.607
C -0.253 0.561 0.865  -0.017
N 0.030 -1.152 -0.241  -0.756
N 0.739 0.375 1.949  -0.765
O -0.643 -1.607 -2.415  -0.517
S 0.441 1.476 -0.456  0.345
I 0.084 -2.938 0.618  0.481
H 0.135 0.892 -2.759  0.297
H -1.402 1.017 -1.983  0.251
H -1.268 0.616 1.056  0.243
H 0.410 0.422 2.957  0.468
H 1.510 1.066 2.043  0.467
H 1.154 -0.600 1.674  0.493

Output
HOMO-LUMO gap = 7.7 eV
E_LUMO = -5.1956 eV
charge = +1
energy above the lowest of the compared OMol25 structures with the same formula, charge and spin = 298.5 kJ/mol

=====

charge of number 1 (C3H6IN2)?
+1